# C27H32Br3F32O8P

A structure of composition C27H32Br3F32O8P at a distorted geometry (wB97M-V/def2-TZVPD, OMol25).

Structure (XYZ):
```
103
Properties=species:S:1:pos:R:3:forces:R:3:lowdin_charge:R:1
C -0.30731 -5.23087 3.81366 -0.1798 1.5904 1.0894 -0.045
C -0.49179 -4.43873 5.23924 0.4030 -0.9253 -0.9859 -0.188
O -1.70273 -4.78128 6.01788 -0.9659 1.5770 -0.5085 -0.244
P -3.03563 -3.80707 5.81512 0.3927 0.1966 -0.0382 0.612
O -3.32269 -3.58005 4.35850 0.2412 -0.0502 2.4497 -0.261
O -2.68452 -2.42142 6.74311 -0.6866 -2.0575 -1.6847 -0.189
C -3.48969 -1.27735 6.41050 -1.5598 0.7322 -1.2544 -0.329
C -3.27624 -0.08145 7.29091 0.9370 -0.9091 1.2438 -0.080
O -4.26013 -4.53531 6.69023 3.1119 2.6896 -1.3142 -0.199
C -4.44766 -5.92016 6.54471 -0.8867 -0.7847 -0.5366 -0.309
C -3.50332 -6.69366 7.42997 0.3027 0.4750 0.4564 -0.072
H 0.29197 -6.13757 3.89658 -0.5440 -0.1856 0.3863 0.058
H -1.22544 -5.34941 3.23828 -0.2877 -0.3849 0.6444 0.060
H 0.26463 -4.63425 3.10300 0.3029 0.5418 0.3885 0.057
H 0.35827 -4.68051 5.87725 -0.2439 -0.6646 0.1413 0.102
H -0.36070 -3.35691 5.21565 -0.6616 0.0945 -0.7622 0.101
H -3.41132 -0.92700 5.38133 0.9173 -0.5268 -0.3290 0.111
H -4.55158 -1.52322 6.41648 -0.1525 -0.4646 0.4855 0.113
H -2.20458 0.09399 7.38509 0.0669 0.3779 -0.2144 0.078
H -3.79725 0.81556 6.95624 0.0163 -0.2498 -0.1068 0.085
H -3.58247 -0.36167 8.29878 -0.2405 0.3449 0.1498 0.077
H -5.51882 -5.97383 6.73923 0.0577 -0.7698 0.6292 0.122
H -4.39305 -6.23820 5.50358 0.4181 0.1232 -0.2499 0.117
H -3.78163 -7.74357 7.52129 0.1062 0.1091 0.1039 0.082
H -2.46908 -6.55941 7.11308 -0.1821 -0.5276 -0.6121 0.058
H -3.42496 -6.18155 8.38898 -0.6762 -0.3468 0.4170 0.084
C 8.03161 1.34052 2.84237 -0.6745 0.6337 -0.1467 -0.047
C 7.54826 0.77075 4.27570 2.2180 1.6807 -2.4672 -0.449
C 8.39135 -0.48275 4.50183 -0.5273 0.0882 1.7345 -0.320
F 9.70482 -0.23753 4.55077 0.7199 0.7189 -1.2007 0.113
F 8.16169 -0.90881 5.76286 -1.0540 -0.8851 0.3416 0.089
F 7.76903 1.78181 5.17410 0.5621 -0.6153 -0.2675 0.106
F 6.25330 0.56214 4.33294 -1.1904 -1.0235 -0.2240 0.157
O 8.38428 0.40614 1.81205 -0.4408 -1.6507 -1.9641 -0.019
C 7.66900 0.46873 0.51668 0.0304 0.6353 3.6389 -0.507
C 8.12135 -0.47056 -0.59334 4.9440 -0.0026 5.5185 -0.487
F 8.05150 -1.67415 -0.10215 -0.1544 -3.3861 1.2715 0.144
F 7.50741 -0.43631 -1.64430 -4.5989 1.0840 -6.0135 0.252
F 6.36578 0.46664 0.80757 -0.8839 -0.9490 -0.1967 0.161
F 7.88982 1.62902 0.00502 0.7302 3.4382 -1.1957 0.185
H 8.93046 1.92684 3.03315 -0.0694 -0.0423 0.1617 0.139
H 7.26447 1.99584 2.42988 -0.1321 0.1807 0.4711 0.134
H 8.14810 -1.21335 3.73037 0.0725 -0.2621 0.1858 0.171
H 9.16875 -0.25988 -0.80936 0.4452 0.3569 0.3510 0.179
C -3.65819 -8.22731 -3.89249 -0.5292 -0.0917 -0.3322 -0.017
C -4.65584 -7.57999 -2.90214 0.5979 -2.7232 -2.1007 -0.569
C -5.16890 -8.55050 -1.89424 -1.1149 0.0117 3.2043 -0.351
F -6.08932 -9.39959 -2.31336 -0.8421 -0.5615 -1.3405 0.130
F -4.22838 -9.30049 -1.29080 1.4695 -0.2940 -0.3280 0.097
F -4.08289 -6.59611 -2.29963 2.2163 2.0787 1.9787 0.183
F -5.69485 -7.04018 -3.49652 -1.8922 0.3082 -1.4624 0.171
O -4.36396 -9.01339 -4.89132 1.0236 -1.9216 0.1172 0.020
C -3.92016 -10.37787 -5.00230 -1.0060 0.7888 -0.2373 -0.459
C -4.27184 -10.93129 -6.45747 -3.0615 -0.0479 0.4238 -0.338
F -3.71782 -10.30409 -7.45653 1.9664 1.7337 -0.8994 0.133
F -4.07261 -12.23176 -6.68589 1.2663 -1.2887 1.1178 0.101
F -2.62402 -10.48690 -4.72698 0.6070 -0.0026 -0.2703 0.150
F -4.54973 -11.16491 -4.07829 0.0883 0.5099 -0.6974 0.126
H -2.96421 -8.85147 -3.32953 -0.0289 0.2085 -0.0048 0.136
H -3.11889 -7.42430 -4.39490 -0.0145 -0.0627 -0.0620 0.147
H -5.60194 -8.00839 -1.05359 -0.2819 0.6303 -0.1480 0.173
H -5.33793 -10.86801 -6.67552 -0.4634 0.7264 1.0428 0.167
C -5.54344 8.92020 0.24614 0.7939 0.1359 0.2569 -0.054
C -6.80600 8.66117 1.04322 0.3937 -1.1786 -3.1498 -0.485
C -8.00620 8.16157 0.08100 -0.0780 0.0168 4.6710 -0.367
F -8.30791 9.23214 -0.53803 -1.0426 3.2674 -3.9373 0.141
F -7.94163 7.06854 -0.71242 0.8892 0.7218 0.3896 0.113
F -6.62574 7.62166 1.81469 0.5442 -1.4352 2.0944 0.151
F -7.14356 9.74260 1.77630 -0.4906 -0.4425 -0.3054 0.147
O -4.45789 9.04087 1.19576 0.7624 -1.0971 -1.0573 0.025
C -3.28024 8.25343 0.97202 -0.4498 3.0766 2.1597 -0.562
C -2.57779 8.69523 -0.28180 -2.2792 1.9520 -2.3983 -0.325
F -2.68662 10.05856 -0.36548 0.5248 0.4947 0.5941 0.077
F -1.34043 8.38491 -0.57026 1.1364 -0.9166 0.7693 0.158
F -2.54151 8.51704 2.07325 0.0955 -0.1500 -0.2669 0.154
F -3.52706 6.98818 0.93478 -0.5699 -2.1762 -0.2386 0.213
H -5.63700 9.80994 -0.37653 0.0444 0.2881 0.3340 0.149
H -5.38933 8.10592 -0.46189 -0.0260 -0.3581 0.2384 0.139
H -8.79900 8.08662 0.82528 -0.3556 -1.2703 0.0728 0.164
H -3.23521 8.42254 -1.10736 0.1093 -0.9330 -0.2268 0.163
C 5.11169 5.55806 -6.95532 -1.2273 -2.1176 2.4276 -0.135
C 3.71378 5.81199 -7.57590 3.3304 1.5668 -1.7263 -0.426
C 2.94040 4.51908 -7.80894 -1.1105 -1.4028 3.9197 -0.368
F 1.95428 4.65071 -8.64158 -1.1202 0.7608 -2.1998 0.152
F 3.63802 3.39770 -8.08679 1.5073 0.1634 -1.3604 0.090
F 3.00566 6.81821 -7.02187 -0.5111 -0.9949 0.9582 0.135
F 4.05229 6.33771 -8.77083 -0.2606 0.1459 -2.0051 0.106
O 6.04563 6.54764 -6.82296 4.1305 2.3838 -0.1472 -0.008
C 7.52111 6.12772 -6.84828 -3.7733 -0.0621 -2.4929 -0.379
C 8.44228 7.36716 -6.63452 -3.0694 0.8186 -3.8785 -0.394
F 8.25905 7.92644 -5.48762 0.2737 0.1653 3.1432 0.164
F 9.69669 7.13806 -6.93824 1.4178 -0.8944 0.4192 0.149
F 7.79155 5.16263 -6.02252 -0.0155 -0.7991 0.9708 0.199
F 7.59410 5.58031 -8.13707 1.0316 0.8682 1.3949 0.092
H 5.53686 4.69629 -7.46980 -0.3038 -0.1910 0.1572 0.138
H 4.86403 5.38813 -5.90751 -0.1898 -1.3435 0.2346 0.146
H 2.48191 4.15257 -6.89049 -0.1710 0.9841 0.8066 0.170
H 8.05354 8.10464 -7.33672 0.0595 -0.0520 -0.6190 0.170
C -0.78362 0.49462 -0.43896 0.2304 0.7149 0.2199 -1.523
Br -2.51454 1.19416 -1.05635 0.8352 -0.2441 0.4977 0.531
Br 0.02941 1.53159 1.07312 -0.6197 -0.4477 -1.0311 0.499
Br 0.46019 0.41814 -1.96262 -0.5762 -0.1505 0.8747 0.521
H -0.95954 -0.47836 0.01980 0.1261 0.1252 -0.5527 -0.028
```
Forces are in eV/Å.

Its highest occupied orbital energy is -10.50 eV. The energy is -351269.2762 eV. The calculation puts the orbital gap at 10.0189 eV. Its charge is 0. The relative energy (zero: lowest compared OMol25 entry of this formula, charge and spin) is 0.0 kJ/mol.